(1)
C24H43F5OP2TeV | ωB97M-V/def2-TZVPD

Each line ends with the Löwdin charge.
Cartesian coordinates (Å):
V (-0.4957, -1.1792, -1.8320)  0.811
C (-0.2706, -2.7450, 1.2899)  -0.145
C (1.1048, -2.7978, 0.8997)  -0.173
C (0.8735, -1.0862, 2.4288)  -0.092
C (-0.4019, -1.6939, 2.2334)  -0.242
C (1.8148, -1.7928, 1.6195)  -0.166
C (-1.3036, -3.7596, 0.9902)  0.018
H (-0.9431, -4.5040, 0.2702)  0.085
H (-2.2367, -3.3387, 0.5804)  0.106
H (-1.5599, -4.3091, 1.9096)  0.134
C (-1.6000, -1.3737, 3.0298)  -0.029
H (-2.4795, -1.9146, 2.6636)  0.095
H (-1.7996, -0.2902, 3.0364)  0.073
H (-1.4484, -1.6914, 4.0753)  0.113
C (1.1667, -0.1380, 3.5185)  -0.003
H (0.8547, -0.5795, 4.4748)  0.130
H (0.6039, 0.7912, 3.3766)  0.081
H (2.2397, 0.0651, 3.5851)  0.094
C (3.2922, -1.7061, 1.7205)  -0.005
H (3.6503, -2.2185, 2.6286)  0.122
H (3.6315, -0.6699, 1.7803)  0.061
H (3.7935, -2.1803, 0.8651)  0.100
C (1.7514, -3.9351, 0.2052)  -0.016
H (2.3596, -4.5085, 0.9331)  0.122
H (2.4060, -3.5968, -0.6079)  0.085
H (1.0082, -4.6227, -0.2252)  0.081
C (-1.5215, -0.0727, -3.1026)  -0.257
C (-1.7258, -1.5388, -3.1605)  -0.264
C (-0.7982, -2.4193, -3.9850)  -0.153
C (0.7371, -2.1087, -3.9229)  -0.171
C (1.2515, -1.4561, -2.6720)  -0.226
C (1.0315, -0.0323, -2.3276)  -0.278
C (0.7818, 0.8774, -3.4871)  -0.165
C (-0.6456, 0.6477, -4.0787)  -0.152
H (-1.0874, -2.4790, -5.0505)  0.147
H (1.0370, -1.5448, -4.8086)  0.122
H (-0.9490, -3.4475, -3.6269)  0.121
H (-0.5871, 0.0760, -5.0216)  0.126
H (-2.3825, 0.5199, -2.7811)  0.116
H (-2.7234, -1.9522, -2.9335)  0.145
H (-1.0556, 1.6355, -4.3659)  0.133
H (0.9167, 1.9280, -3.1686)  0.110
H (1.4328, 0.3903, -1.3874)  0.047
H (1.5524, 0.6615, -4.2567)  0.136
H (1.2425, -3.0790, -4.0771)  0.136
H (2.2408, -1.8390, -2.3596)  0.134
P (-2.0821, 1.6672, 0.3226)  0.703
P (1.5977, 1.7305, 0.8241)  0.925
C (-0.8429, 2.4590, -0.7892)  -0.267
C (0.5769, 2.8522, -0.2426)  -0.335
H (-1.3662, 3.3657, -1.1170)  0.108
H (-0.7165, 1.8653, -1.7025)  0.046
H (1.2062, 3.1341, -1.1052)  0.093
H (0.4124, 3.7401, 0.3895)  0.070
C (2.3014, 2.8635, 2.0582)  -0.244
H (2.9960, 2.2771, 2.6806)  0.057
H (1.5028, 3.2759, 2.6963)  0.021
H (2.8566, 3.6561, 1.5346)  0.074
C (3.1686, 1.4316, -0.1269)  -0.253
H (3.5723, 2.3899, -0.4903)  0.067
H (3.0329, 0.7415, -0.9727)  0.024
H (3.9066, 0.9743, 0.5528)  0.040
C (-3.7852, 1.9640, -0.0834)  -0.130
H (-4.3538, 1.0888, 0.2676)  0.087
H (-3.9266, 2.0738, -1.1710)  0.085
H (-4.1135, 2.8589, 0.4511)  0.058
C (-1.8584, -0.1267, -0.1698)  -0.133
H (-1.6897, -0.7529, 0.7173)  0.034
H (-0.8194, 0.1066, -0.7702)  0.043
H (-2.7031, -0.5217, -0.7521)  0.083
F (-1.3979, 4.6953, 1.6285)  -0.434
Te (-1.9643, 3.6871, 3.2380)  2.068
F (-0.0855, 3.7934, 3.8696)  -0.440
F (-2.1881, 5.3530, 4.0646)  -0.364
F (-2.5404, 2.8613, 4.9346)  -0.421
F (-3.8300, 3.8797, 2.6154)  -0.429
O (-1.6261, 1.6239, 1.7718)  -0.484

Values from the calculation:
2S+1: 2
Kohn-Sham gap (alpha / beta): 0.1810 / 0.1817 Ha
⟨S²⟩: 0.7590
Charge: +2

=====

(2)
C24H43LuN2OP3 | ωB97M-V/def2-TZVPD

Each line ends with the Löwdin charge.
Cartesian coordinates (Å):
Lu (-0.6164, 0.0176, -0.0134)  1.246
P (-2.1031, -2.3583, 0.8398)  0.713
P (1.0454, -1.2609, 2.2864)  0.763
P (1.3672, -2.0182, -0.7788)  0.749
H (-1.4614, 5.3046, -4.7378)  0.067
C (-1.4463, 4.3889, -5.3180)  -0.032
C (-2.3487, 3.4290, -5.1253)  -0.077
H (-3.1061, 3.4848, -4.3370)  0.072
C (-3.7318, -2.0971, 1.6472)  -0.276
C (-1.5118, -3.7727, 1.8636)  -0.258
C (-2.6252, -3.2351, -0.6892)  -0.267
C (2.5960, -0.2779, 2.2928)  -0.243
C (0.3981, -0.7977, 3.9468)  -0.242
C (1.6979, -2.9349, 2.7216)  -0.242
C (0.8004, -1.7816, -2.5172)  -0.255
C (1.3164, -3.8591, -0.7055)  -0.231
C (3.1854, -1.8081, -0.9627)  -0.235
H (-0.7013, 4.2898, -6.1071)  0.070
H (-2.3593, 2.5890, -5.8199)  0.062
H (-4.2553, -1.2676, 1.1512)  0.052
H (-3.5928, -1.8475, 2.7097)  0.050
H (-4.3645, -2.9959, 1.5841)  0.071
H (-1.2591, -3.4210, 2.8737)  0.037
H (-0.6259, -4.2544, 1.4321)  0.024
H (-2.2973, -4.5388, 1.9582)  0.081
H (-2.7715, -2.4907, -1.4856)  0.037
H (-3.5821, -3.7493, -0.5258)  0.067
H (-1.8721, -3.9616, -1.0222)  0.044
H (3.2918, -0.6890, 3.0365)  0.073
H (2.3687, 0.7683, 2.5319)  0.031
H (3.0547, -0.3028, 1.2983)  0.017
H (1.0891, -1.1397, 4.7307)  0.079
H (-0.5801, -1.2721, 4.1022)  0.044
H (0.2795, 0.2882, 4.0310)  0.037
H (2.7335, -2.8594, 3.0813)  0.069
H (1.6707, -3.6102, 1.8582)  0.003
H (1.0917, -3.3811, 3.5229)  0.060
H (1.3523, -2.4609, -3.1801)  0.076
H (0.9820, -0.7438, -2.8234)  0.029
H (-0.2782, -1.9846, -2.6111)  0.049
H (1.5394, -4.2660, -1.7016)  0.078
H (0.3245, -4.2152, -0.4020)  0.017
H (2.0601, -4.2559, -0.0030)  0.056
H (3.5160, -2.2799, -1.8994)  0.077
H (3.7263, -2.2633, -0.1216)  0.065
H (3.4216, -0.7393, -0.9915)  0.046
C (-0.5117, 1.7664, -2.7213)  -0.348
C (0.5124, 2.7371, -2.8407)  0.034
C (1.3657, 2.6852, -3.9416)  -0.013
C (1.1327, 1.7392, -4.9525)  -0.001
C (-0.0481, 0.9863, -4.9377)  -0.045
C (-0.9854, 1.2033, -3.9306)  -0.013
O (-0.9323, 1.3333, -1.5469)  -0.268
H (1.2007, 0.4524, -0.4805)  -0.030
H (0.6821, 3.4199, -2.0043)  0.139
H (2.2348, 3.3469, -4.0094)  0.138
H (1.8454, 1.5897, -5.7672)  0.140
H (-0.2615, 0.2539, -5.7195)  0.137
H (-2.0207, 0.8616, -3.9614)  0.141
N (-1.9270, 2.2362, 3.4633)  0.165
C (-1.9328, 1.2768, 2.5283)  -0.140
N (-0.8773, 1.4276, 1.6973)  -0.091
C (-0.1507, 2.5436, 2.1517)  -0.241
C (1.1558, 2.9219, 1.8239)  -0.041
C (1.8071, 3.8005, 2.7012)  -0.042
C (1.1519, 4.3086, 3.8379)  -0.023
C (-0.1712, 3.9345, 4.1433)  0.026
C (-0.8020, 3.0651, 3.2678)  -0.172
H (-2.5927, 2.3328, 4.2308)  0.193
H (-2.6761, 0.4853, 2.4616)  0.122
H (1.6026, 2.5114, 0.9119)  0.094
H (2.8332, 4.1123, 2.4803)  0.127
H (1.6772, 5.0172, 4.4817)  0.129
H (-0.7307, 4.2827, 5.0115)  0.133

Values from the calculation:
Kohn-Sham gap (alpha / beta): 0.2049 / 0.1680 Ha
Charge: +3

=====

The records above give, respectively, E_tot values of -3408.73990 -3383.65344 Ha.